(1)
The following is a DFT calculation (the ωB97M-V functional and the def2-TZVPD basis) of 15 unconnected molecules or ions with the total composition C18H67N29O15 at a distorted geometry.

Properties
- molecular weight (g/mol) = 929.922
- energy relative to the best compared isomer or geometry (same formula, charge and spin) (kcal/mol) = 21.6
- F_max (eV/Å) = 2.6
- HOMO (Ha) = -0.30415
- HOMO-LUMO gap (eV) = 7.985

```
129
C18H67N29O15 the ωB97M-V functional and the def2-TZVPD basis
O -0.18474 -1.81798 6.63411
O -1.23622 4.48960 -4.57854
O -1.34721 -6.10792 -3.28706
O 2.42436 -0.24430 4.85328
O -4.33845 -4.06029 -2.08708
O -0.02447 6.08636 -1.60838
O 3.99119 3.50359 -2.94057
O 1.55652 -1.65125 -2.02656
O -2.87668 1.41096 3.72107
O -2.99180 -0.50048 -3.51618
O 4.27944 2.14161 1.12042
O 2.16480 -5.16008 -0.14352
O -0.66517 1.37131 -0.71120
O -1.55964 -4.83399 3.26804
O -3.73034 2.86919 -2.10466
N -0.16148 -3.94766 1.64951
N -0.48256 -4.54120 -1.91234
N 4.12390 0.44492 2.59304
N 0.75728 -0.69016 -3.95872
N 3.80388 1.49469 -1.91109
N -1.92962 -2.78937 2.31849
N 2.85481 -1.57100 -3.88648
N 4.11579 -5.20846 1.04339
N 1.01113 4.67859 -4.12738
N -3.42271 1.23487 -0.54084
N -2.10560 -0.60081 6.65328
N -3.98962 -4.23146 0.16439
N 3.45100 -3.29218 0.02305
N 0.36592 -6.65407 -1.83950
N -0.47549 -0.03623 5.20818
N -3.39232 0.12701 -5.65264
N -2.08941 1.43392 -4.28218
N 2.66910 -1.85095 6.45591
N -2.24466 6.01850 -2.02237
N -5.10947 2.71938 -0.26941
N -2.08158 2.87696 2.05029
N 2.71779 2.20659 2.80443
N -1.48825 5.59324 0.07329
N 3.68854 1.64959 -4.19268
N -0.40937 -1.39112 0.22257
N -3.05429 -2.51936 -1.07686
N -1.29897 2.94285 4.10311
N 0.26446 3.76574 -6.08195
N 4.49581 -0.97416 5.46722
C -0.04084 4.39462 -4.90271
C 3.76597 2.29118 -2.98355
C 0.56302 -0.61399 2.28818
C -0.57902 -5.81504 -2.37708
C -0.25395 -0.17711 1.07256
C -4.04926 2.33771 -1.05239
C 3.14562 -4.58668 0.32570
C -2.83893 0.32873 -4.42667
C 3.13379 -1.04950 5.48573
C 1.67988 -1.36218 -3.21496
C -3.85145 -3.63808 -1.04508
C -0.85646 -0.87672 6.20017
C 3.71859 1.64022 2.09465
C -2.16133 2.31713 3.28526
C -0.31600 2.60794 -1.31176
C 0.29942 0.99528 0.26483
C -1.24950 -3.99963 2.42426
C -1.18675 5.92811 -1.21065
H -0.82054 5.58568 0.81759
H 0.97598 -0.59696 -4.93018
H -1.43307 -2.12615 1.72136
H -5.28752 2.17671 0.55341
H -2.71637 0.80540 -1.11350
H 1.89734 4.55849 -4.57609
H -1.03573 2.90622 -2.07564
H -2.46868 5.52277 0.28131
H -0.16121 -0.64280 -3.54147
H 2.26333 1.73279 3.56929
H -2.74248 -2.11464 -0.21411
H -1.56828 1.41718 -3.42250
H -0.72948 -1.12795 -0.71445
H 2.33466 3.10965 2.59694
H 4.82967 -4.67554 1.50086
H 1.68378 -1.86991 6.71788
H 0.69520 2.54037 -1.72404
H 4.36664 -3.00447 0.30922
H -2.69112 -2.61445 2.94562
H -3.15856 0.77199 -6.38370
H -5.82362 3.34632 -0.58919
H 0.54831 -1.48195 -0.13746
H -1.55379 3.71861 1.94904
H 0.00653 -3.00341 1.30993
H 0.41220 1.88654 0.89485
H -1.05028 0.71408 4.87227
H 0.75472 0.30046 2.84730
H -1.81568 1.91903 -5.11590
H 0.83033 4.97802 -3.18335
H 0.05747 -1.30549 2.95338
H 5.04810 -1.46988 6.14146
H 3.90308 -6.12784 1.39252
H 3.59112 0.08280 3.37834
H -2.56812 -1.29555 7.21372
H 3.58203 -2.05063 -3.38442
H 1.30862 0.80923 -0.12039
H -3.58575 -3.80065 0.98061
H 3.63529 0.50903 -1.99389
H -3.17135 5.79621 -1.70998
H 0.15764 -4.35205 -1.15979
H 3.33386 0.71181 -4.27374
H 5.02797 0.07871 2.36779
H -0.77235 3.74863 3.82617
H 3.50650 2.27948 -4.95420
H 1.21795 3.72132 -6.39107
H 2.88902 -2.75315 -0.61811
H -1.42279 2.77571 5.08785
H -2.65575 0.00338 6.06528
H 0.28080 -7.64241 -1.95944
H -0.48129 3.49840 -6.69419
H -1.29614 0.04890 1.32861
H 1.50365 -1.02718 1.91672
H 0.56048 -4.64204 1.59023
H 5.03598 -0.38606 4.85993
H -1.07482 -3.80436 -2.24463
H -4.04499 -0.61843 -5.80217
H 0.46855 -0.19156 4.86437
H 1.19672 -6.15480 -1.55218
H 2.86401 -1.56418 -4.88982
H 3.74844 1.99092 -1.03019
H -0.33558 3.42553 -0.58639
H -2.70530 2.57182 1.31979
H 3.31486 -2.56496 6.73836
H -3.79041 0.76190 0.26144
H -2.05171 6.07024 -3.01153
H -4.73252 -4.88480 0.32779
H -3.05397 -2.08702 -1.98890
```

(2)
The following is a DFT calculation (the ωB97M-V functional and the def2-TZVPD basis) of 16 unconnected molecules or ions with the total composition C18H68N12O16 at a distorted geometry.

Properties
- molecular weight (g/mol) = 708.810
- energy relative to the best compared isomer or geometry (same formula, charge and spin) (kcal/mol) = 57.7
- F_max (eV/Å) = 9.4
- HOMO (Ha) = -0.26662
- HOMO-LUMO gap (eV) = 6.346

```
114
C18H68N12O16 the ωB97M-V functional and the def2-TZVPD basis
O -0.08419 -1.00717 -0.77161
O 2.75181 -0.21317 -1.68061
O 0.23881 0.71283 -3.10961
O -4.16419 2.94283 0.09939
O -1.97219 4.16383 2.27639
O -2.19019 -1.94517 -1.98261
O 3.91581 1.19483 2.35939
O 2.63381 -1.87417 0.86039
O 0.81781 0.06083 3.35439
O -1.52819 -3.72117 1.85539
O 0.34381 -2.61717 5.08939
O -3.05419 -0.51117 2.08039
O -1.05819 -3.65017 -4.23461
O 2.66581 -5.26817 -2.76161
O -3.22519 1.95083 -3.29361
O 2.00981 2.36383 0.53239
N 2.65081 4.37283 -0.52161
N -1.39419 -2.11117 6.66839
N -1.75719 3.45483 -2.29761
N 1.73181 2.78383 -1.76761
N -1.22819 2.80383 -4.26161
N 4.00781 1.47783 -2.54261
N 2.06081 -4.14317 -0.77261
N 2.69581 -2.86317 -2.43161
N -5.08119 0.13483 0.93539
N 5.09381 -0.35617 -2.11661
N -1.77719 -1.68717 4.64139
N -5.17919 -1.60117 2.17039
C 4.44481 2.40983 2.87039
C -1.42619 0.77883 0.07639
C -0.16819 -3.41117 1.87339
C -1.12519 4.06683 1.14239
C -0.31019 -0.20717 0.43339
C 2.43581 -4.06217 -2.02161
C 3.20181 -2.22617 2.09739
C 0.62581 -4.66817 2.43039
C -0.89319 -2.10517 5.46239
C -4.39719 -0.66917 1.67239
C 1.19181 0.35183 -4.09161
C -2.73819 -0.96117 -2.87061
C 0.73581 1.44983 3.25539
C -5.18419 2.55583 -0.78461
C -2.11419 2.78483 -3.31661
C -0.32419 -2.41517 -4.29961
C 2.19181 3.14183 -0.60261
C 3.95181 0.27983 -2.08961
H -1.38819 2.17283 -5.13861
H 0.55681 -5.45917 1.72439
H -1.99819 -0.28917 -3.28661
H -4.71019 -2.31817 2.77439
H -6.03219 2.40583 -0.19061
H -5.36419 3.23183 -1.59261
H -0.62119 4.95883 0.99039
H 3.70981 -3.15617 2.02839
H -4.93819 1.65283 -1.26461
H 1.29881 1.87683 -1.76061
H -1.08519 1.42483 -0.68661
H 0.37781 -0.42117 -1.41661
H -1.62719 -1.44217 -1.40761
H 1.56181 1.26683 -4.44161
H -3.43919 -0.41717 -2.26161
H -2.56319 -1.12917 4.90839
H -1.56619 -1.53717 3.66539
H 1.63981 3.33483 -2.60561
H -0.31119 1.39783 -3.45561
H -0.30819 3.18383 -4.15261
H 4.61581 3.15283 2.10139
H 2.13281 -3.31217 -0.16161
H 2.94281 4.93883 -1.30061
H 2.34481 -2.29717 2.75539
H -1.10119 -4.05517 -5.08061
H 6.01181 0.14683 -2.16461
H -0.33019 3.35783 1.25239
H 0.05781 -2.42017 2.32939
H 3.14381 4.58283 0.38539
H 4.90981 2.09483 -2.56861
H 3.09681 1.32483 1.88939
H 1.93381 -0.38717 -3.87561
H -6.05319 -0.03717 0.64639
H -3.42119 -1.36517 -3.64361
H 0.70681 0.01983 -5.04761
H -1.57219 3.90483 0.20339
H -2.47119 3.62683 -1.55261
H -1.76619 1.36983 0.89239
H -2.00719 -3.55517 2.68139
H 1.60681 2.01583 3.01039
H -4.45519 3.72983 0.52039
H 1.34181 -0.16117 4.11239
H 2.44681 -2.00717 -1.86761
H -0.90419 -1.60017 -4.71161
H 3.07381 1.95883 -2.27561
H 2.62681 -0.93317 0.73839
H 0.46581 1.90283 4.18639
H 2.18081 -5.05717 -0.17261
H 5.43881 2.23683 3.19439
H 5.06781 -1.31017 -1.66561
H 1.60781 -4.30317 2.57139
H -2.33719 0.29483 -0.18961
H -0.61819 -0.80817 1.32239
H -0.87719 -2.68517 7.36139
H 0.56281 -2.49817 -4.89461
H -4.60519 0.86383 0.47139
H -2.44219 -2.03217 6.78439
H 3.92381 2.75083 3.73739
H -0.00119 -2.10617 -3.31461
H -0.12719 1.76483 2.63839
H -0.93819 4.03483 -2.16561
H -1.35719 4.09883 3.08139
H 3.86581 -1.39817 2.47239
H 0.28981 -5.10717 3.40539
H -6.06419 -1.83117 1.66339
H 0.12681 -3.20017 0.87339
H 0.58881 0.37683 0.69139
H 3.12281 -2.76117 -3.36361
```